No. 1
An isolated molecule of C25H28N4O7 in a non-equilibrium geometry, computed with ωB97M-V with the def2-TZVPD basis set.

The geometry in XYZ format:
```
64
Properties=species:S:1:pos:R:3:forces:R:3
C -6.03009 -3.77064 1.11288 0.3825 0.1479 -0.0469
C -4.52352 -3.89275 0.93882 -0.3127 -0.3911 -0.1961
O -3.87705 -2.62533 1.07664 0.1054 0.0554 0.2965
C -3.84292 -1.83727 -0.00263 0.0380 0.3543 0.0008
O -4.31173 -2.14129 -1.06781 -0.1068 -0.1002 -0.1105
C -3.16622 -0.51245 0.31610 0.0207 0.0921 -0.0490
C -2.97980 0.33536 -0.94105 -0.1051 -0.2838 -0.1145
C -1.92256 -0.27551 -1.85478 -0.1169 0.2217 -0.0370
N -0.66416 -0.41864 -1.14399 -0.0370 -0.3492 -0.1419
C 0.41274 -0.83528 -2.01637 -0.3388 0.0105 0.0208
C 1.76831 -0.59892 -1.40910 0.1227 -0.6656 -0.1890
N 2.61747 -1.56723 -1.47541 -0.6046 -0.3427 -0.3245
C 3.86505 -1.39139 -0.95968 0.5176 0.5444 0.3655
C 4.78514 -2.45149 -1.02017 -0.0113 0.2011 0.0676
C 6.04506 -2.29845 -0.50313 0.1651 0.0537 0.0790
C 6.41409 -1.08256 0.08725 -1.2608 0.0447 -0.4476
N 7.73930 -0.94084 0.62829 0.5224 0.1014 0.2398
O 8.02839 0.11596 1.14816 0.1010 0.2089 0.1146
O 8.49060 -1.89017 0.53406 0.1875 -0.1828 -0.0052
C 5.52928 -0.02262 0.15867 0.3139 -0.0785 0.0878
C 4.24969 -0.17288 -0.36539 0.0495 -0.5407 -0.1581
C 3.29038 0.92914 -0.30836 0.2734 0.0916 -0.0093
O 3.51464 2.02852 0.14224 0.0951 -0.0424 0.0438
N 2.03775 0.61553 -0.86245 0.0426 0.3265 0.1675
C 1.04559 1.63357 -0.74734 -0.0661 0.5780 0.2767
C 0.61126 2.35444 -1.84447 0.1417 -0.0978 0.4210
C -0.31911 3.35971 -1.69129 -0.2701 0.1829 0.1321
C -0.80384 3.67309 -0.42208 0.1618 -0.1867 -0.3181
O -1.72203 4.67206 -0.37077 0.1171 -0.0771 -0.2204
C -2.22921 5.07182 0.87981 -0.0817 0.0610 0.1854
C -0.34120 2.97520 0.68986 -0.0627 0.0466 0.3325
C 0.58725 1.95349 0.53603 0.1319 -0.0091 -0.4672
O 1.08164 1.19744 1.54967 -0.1272 -0.0313 -0.4592
C 0.85363 1.60995 2.87603 -0.0286 0.0649 0.2743
C -0.80679 -1.30531 -0.00483 0.0147 0.1123 0.2546
C -1.80689 -0.72265 0.98684 0.0153 -0.2220 -0.0060
H -6.44617 -3.15338 0.32046 -0.0653 0.0076 -0.0451
H -6.48295 -4.75664 1.06514 -0.0834 -0.1079 0.0054
H -6.26282 -3.31838 2.07398 -0.0572 0.0004 0.0913
H -4.28966 -4.30416 -0.04852 0.0289 0.0176 0.1987
H -4.08553 -4.52008 1.71790 -0.0158 0.0737 -0.1194
H -3.83501 0.00137 1.01689 0.0297 -0.0583 -0.0279
H -2.65850 1.33727 -0.65279 -0.0075 0.0452 0.0214
H -3.92123 0.40594 -1.48640 0.0017 0.0642 0.0051
H -1.76025 0.39230 -2.70434 0.0026 -0.0440 -0.0293
H -2.28514 -1.24310 -2.23672 0.0470 0.0414 -0.0587
H 0.36172 -1.90353 -2.28556 0.0869 0.1770 0.0012
H 0.35077 -0.25288 -2.94053 -0.0147 -0.0308 -0.0140
H 4.47141 -3.37449 -1.47964 -0.0281 -0.1005 -0.0491
H 6.77049 -3.09720 -0.53785 -0.0083 -0.0239 -0.0098
H 5.81824 0.91379 0.61283 0.0126 0.0094 0.0054
H 1.01237 2.13175 -2.82113 0.0646 -0.0462 -0.1104
H -0.67540 3.92730 -2.53458 -0.0423 0.0824 -0.1172
H -2.92216 5.88457 0.66891 0.0389 -0.0558 0.0674
H -1.43516 5.43767 1.53819 -0.0203 -0.0305 -0.0160
H -2.76994 4.25809 1.37449 0.0359 0.0175 -0.0101
H -0.69847 3.22560 1.67471 -0.0392 0.0187 0.1008
H -0.20234 1.52008 3.15358 0.0359 0.0198 -0.0295
H 1.44296 0.93782 3.49747 -0.0619 0.0641 0.0009
H 1.19166 2.63756 3.03526 -0.0206 -0.0223 -0.0242
H 0.16941 -1.40454 0.47691 -0.0438 -0.0914 0.0254
H -1.13725 -2.31272 -0.31996 0.0711 -0.0365 -0.0072
H -1.90504 -1.38593 1.84621 0.0317 0.0602 0.0247
H -1.43618 0.24428 1.32489 0.0310 0.0500 0.0607
```
Positions in Å, forces in eV/Å.

Summary:
HOMO-LUMO gap ... 7.602 eV
SMILES ... CCOC(=O)C1CCN(Cc2nc3ccc([N+](=O)[O-])cc3c(=O)n2-c2ccc(OC)cc2OC)CC1
Energy relative to the best compared isomer or geometry (same formula, charge and spin) ... 0.106 eV
E_LUMO ... -0.5 eV
Maximum force ... 1.34 eV/A

***

No. 2
The ion C25H29F15I3NO9PS with charge +1 in a non-equilibrium geometry, computed with ωB97M-V with the def2-TZVPD basis set.

The geometry in XYZ format:
```
84
Properties=species:S:1:pos:R:3:forces:R:3
C -4.86995 1.57235 -1.15452 -0.1615 0.4332 0.0369
C -3.70064 1.39288 -1.01209 -0.2155 -0.3684 0.0700
C -2.25800 1.34258 -0.90948 -0.5646 0.3808 -0.2342
C -1.85026 2.53889 -1.85775 0.2451 -0.8172 -0.0549
P -0.14783 3.09146 -2.17935 -0.5574 0.7768 -0.0315
O 0.43187 3.93939 -1.15442 0.3524 0.1668 0.3670
O -0.31324 3.81377 -3.57802 0.2061 -0.2476 -0.3845
O 0.78907 1.82938 -2.43275 -0.5034 0.7318 -1.3680
C -1.75680 1.57962 0.53985 0.4023 0.0113 0.1689
I -1.59086 3.66403 1.12931 -0.3685 0.0722 0.1645
C -2.43436 0.86482 1.71120 0.0164 -0.1697 0.0111
C -3.91623 1.11242 2.07114 -0.0677 0.2367 0.2406
O -4.46514 2.37084 1.75589 0.0590 0.0390 -0.0055
N -0.36008 1.04040 0.39763 0.0364 0.4039 0.0897
C 0.64867 1.33676 1.42668 0.2185 -0.4012 0.0641
C 1.21554 0.08791 2.10168 -0.4222 -0.0999 0.3318
O 2.33522 0.50168 2.83904 0.3223 0.2192 -0.2889
C 3.45984 -0.34016 2.82863 -0.2242 0.0664 0.2060
C 3.37000 -1.42778 3.90244 0.0577 -0.6326 -0.0655
F 2.07247 -1.67443 4.21732 0.2823 0.0267 -0.0731
F 3.89347 -2.58378 3.38550 -0.2138 0.3649 0.1404
C 4.17755 -1.09787 5.17276 0.2389 0.1014 -0.0839
F 3.78472 0.10526 5.65129 0.1081 -0.3156 -0.1969
F 5.47406 -0.98554 4.76124 -0.3910 0.0365 0.1976
C 4.16084 -2.14285 6.32038 0.1909 0.1442 0.2076
F 4.68505 -3.29712 5.86281 -0.1391 0.2833 0.2068
F 4.99517 -1.63956 7.27493 -0.2228 -0.1653 -0.2584
C 2.80646 -2.42166 7.03240 -0.0777 -0.1654 -0.2297
F 1.95829 -1.37470 6.87417 0.1887 -0.2090 0.1432
F 2.22690 -3.52765 6.51160 0.0855 0.3089 0.0197
C -0.20398 0.30415 -0.66813 -0.1735 -0.2169 -0.0551
O 0.85923 -0.21895 -1.13418 0.4489 -0.4826 0.3225
C 2.20011 0.37028 -1.12654 0.5511 0.0389 0.6497
C 2.89912 -0.03837 -2.41072 0.0945 -0.0711 0.4119
C 3.97030 0.98931 -2.70456 -0.0139 -0.0533 0.1055
O 3.41964 -1.34781 -2.29949 -0.1502 -0.0824 0.0068
C -1.55345 -0.02876 -1.30948 0.1849 -0.3654 0.6230
C -1.95777 -1.50857 -0.72514 -0.2462 0.2535 0.4735
I -4.04346 -1.80675 -0.29444 -0.4031 0.4723 -0.3500
C -1.01621 -2.14406 0.36346 -0.4355 -0.8030 -0.1889
C 0.17440 -2.90554 -0.26092 0.1037 0.5899 0.0306
I -2.03403 -3.64817 1.55199 0.4374 -0.1964 0.5116
S -1.37476 -0.37484 -3.13947 0.0779 -0.0259 -0.1913
O -1.21494 0.80895 -3.92631 0.1194 0.4383 -0.0900
O -0.41486 -1.41405 -3.26799 0.3235 -0.4583 0.0925
C -2.98748 -1.10599 -3.76898 -0.1963 0.1354 -0.0326
F -4.05930 -0.56708 -3.17239 0.2996 -0.0560 -0.2102
F -2.94053 -2.41782 -3.51843 -0.0717 0.2107 -0.1572
C -3.12459 -0.86828 -5.32057 -0.4546 -0.5052 -0.0645
F -3.92661 -1.87023 -5.74809 0.3582 0.2647 0.0001
F -1.93566 -0.98125 -5.93144 -0.2739 0.0906 0.2447
C -3.84743 0.47297 -5.73164 0.1563 0.0891 -0.0525
F -3.44646 0.80332 -6.95925 -0.2022 -0.0489 0.3906
F -5.16448 0.28972 -5.72230 0.3750 0.1266 0.0136
F -3.55319 1.48375 -4.89312 -0.1606 -0.2762 -0.3473
H -5.90255 1.81078 -1.21840 -0.1713 -0.1325 -0.0583
H -2.38271 3.41295 -1.50702 -0.0071 0.1991 0.2283
H -2.29585 2.31470 -2.81566 -0.0301 0.0447 -0.1821
H -0.50216 3.20264 -4.30642 -0.2017 0.2393 -0.0584
H 0.94195 1.64741 -3.36874 -0.1025 -0.1526 -0.0289
H -2.32791 -0.21059 1.58410 -0.0942 -0.2069 -0.1225
H -1.84137 1.09572 2.59182 0.2056 0.1274 0.0945
H -4.53904 0.36731 1.59926 -0.0806 -0.0277 -0.3044
H -3.99539 0.93144 3.14188 0.0102 -0.1092 0.1682
H -4.16349 3.02607 2.39498 -0.0414 -0.0603 -0.0367
H 0.13476 1.86990 2.21229 -0.0572 0.3619 -0.0323
H 1.41557 1.99569 1.03840 0.1537 0.0173 -0.1500
H 0.45102 -0.28135 2.78891 -0.0556 -0.1756 0.0857
H 1.42304 -0.73583 1.42626 0.3447 -0.0738 -0.3356
H 3.60444 -0.86036 1.88252 -0.1472 -0.0350 -0.2160
H 4.33204 0.27743 3.00800 0.1133 0.1050 0.0555
H 3.00246 -2.57583 8.09246 -0.0543 -0.0223 0.0649
H 2.76868 -0.01486 -0.29124 -0.0549 -0.4052 0.3532
H 2.14056 1.44529 -1.02669 -0.0631 -0.1477 0.1422
H 2.14665 -0.07890 -3.19146 0.0443 -0.1993 -0.2736
H 3.52637 1.93260 -3.00517 0.0311 0.1714 -0.1249
H 4.55686 1.18147 -1.80600 0.1611 0.0141 0.0703
H 4.63307 0.61634 -3.47523 0.0767 0.0431 -0.1985
H 4.22056 -1.32863 -1.75939 -0.0382 0.0112 -0.1304
H -1.85446 -2.20348 -1.54066 0.0856 0.0454 -0.3449
H -0.72624 -1.46947 1.15060 0.1399 0.3604 -0.0222
H 1.09197 -2.34240 -0.17515 0.2854 0.1959 0.0278
H 0.34939 -3.84771 0.23356 -0.0308 -0.2234 -0.0513
H 0.02084 -3.04946 -1.32379 -0.0515 -0.2458 -0.1477
```
Positions in Å, forces in eV/Å.

Summary:
HOMO-LUMO gap ... 7.496 eV
Charge ... +1
E_LUMO ... -3.6 eV
Maximum force ... 1.63 eV/A

***

No. 3
A structure of composition C25H29IrN3SSb2 in a non-equilibrium geometry, computed with ωB97M-V with the def2-TZVPD basis set.

The geometry in XYZ format:
```
61
Properties=species:S:1:pos:R:3:forces:R:3
Ir -0.66670 1.07759 -1.08278 -1.2560 -1.5738 0.4083
C -1.56054 -4.49926 -1.24819 -0.0359 -0.0098 -0.0016
C -0.50106 -3.61521 -1.37991 0.0233 -0.0076 -0.0230
C -0.72989 -2.24954 -1.32426 0.0263 0.0328 -0.1184
C -2.01624 -1.77595 -1.12500 0.1265 0.0710 0.0418
C -3.08885 -2.65354 -1.01142 -0.1878 0.1214 0.0722
C -2.85286 -4.01452 -1.07551 0.0016 0.0078 0.0026
N -2.22474 -0.35430 -1.02636 1.0716 0.9855 -0.1450
N -3.38428 0.07172 -0.94255 -0.6479 -0.4347 -0.0903
C -3.52079 1.43261 -0.90649 -0.1320 -0.0913 0.1306
C -4.77058 2.05102 -0.91497 -0.2259 -0.0507 -0.0643
C -4.82507 3.42965 -0.97404 0.0443 -0.0073 0.0358
C -3.64272 4.17205 -1.00589 0.0343 -0.1827 0.0259
C -2.39992 3.53834 -0.98504 0.0434 0.2349 0.1686
C -2.34038 2.16353 -0.91928 0.4814 0.4648 -0.1144
H -1.38483 -5.56581 -1.28984 -0.0034 0.0127 0.0000
H 0.50143 -3.99484 -1.52901 -0.0025 0.0360 -0.0191
H 0.07331 -1.54275 -1.46143 0.0212 -0.1269 0.0638
H -4.08548 -2.25792 -0.87599 -0.0062 -0.0993 0.0182
H -3.68260 -4.70272 -0.99052 -0.0012 0.0091 0.0088
H -5.66387 1.43996 -0.90898 -0.0177 0.0458 0.0116
H -5.77971 3.93474 -1.00746 -0.0073 -0.0045 0.0309
H -3.68583 5.25218 -1.05182 -0.0174 -0.0017 -0.0189
H -1.49131 4.13345 -1.01566 -0.0337 -0.0100 -0.0189
C -1.84846 0.92629 3.06920 -0.4231 0.1552 -0.3619
Sb -0.48979 0.60795 1.48228 0.8612 0.1155 0.4129
C 0.05470 -1.40719 1.80721 -0.2307 -0.1447 -0.1164
C 1.25143 1.60956 2.30761 -0.2217 -0.2192 -0.1286
C 2.34134 0.60525 2.54966 -0.0465 0.1555 -0.0254
C 2.37940 -0.07666 3.76276 0.0125 0.0195 0.0483
C 3.28915 -1.09840 3.98862 -0.0480 0.0105 -0.0007
C 4.17768 -1.45560 2.98679 -0.0229 -0.0317 -0.0666
C 4.16988 -0.76122 1.78626 0.0753 0.0326 0.0139
C 3.27799 0.28421 1.56030 0.0160 0.0448 -0.1871
C 3.37563 1.06244 0.27405 -0.3496 -0.2718 -0.0128
Sb 2.00751 0.48412 -1.28102 0.5955 0.4078 0.0503
C 2.69859 -1.45936 -1.75381 -0.1798 -0.1304 -0.0064
C 2.91405 1.59369 -2.84284 -0.1320 -0.0268 -0.0958
H -1.44175 0.40670 3.93426 0.0671 -0.0103 -0.0251
H -2.83570 0.53513 2.83249 0.0023 -0.0129 0.0433
H -1.92353 1.99347 3.26603 0.0013 -0.0054 0.0301
H 0.38229 -1.51684 2.83802 -0.0050 0.0461 0.0111
H 0.86850 -1.68895 1.14089 0.0186 0.0085 0.0243
H -0.80094 -2.05567 1.62229 0.0182 -0.0084 -0.0246
H 0.88982 2.05753 3.23232 0.1117 0.0749 0.0029
H 1.51054 2.39498 1.60156 0.0851 0.0947 0.1384
H 1.68456 0.20792 4.54646 0.0061 -0.0361 -0.0012
H 3.30008 -1.61825 4.93718 0.0070 0.0384 0.0100
H 4.88419 -2.25917 3.14407 0.0120 0.0168 -0.0029
H 4.89198 -1.01317 1.01721 0.0230 0.0082 0.0352
H 4.33955 0.90629 -0.21002 0.0678 0.0880 0.1034
H 3.21498 2.13129 0.40912 0.1529 0.0203 0.0241
H 3.75026 -1.36812 -2.02028 0.0014 0.0147 0.0329
H 2.14107 -1.85004 -2.60368 0.0334 -0.0138 -0.0003
H 2.58566 -2.12884 -0.90273 0.0164 0.0273 0.0169
H 3.96602 1.31743 -2.88865 0.0034 0.0158 -0.0024
H 2.82318 2.66003 -2.64596 0.0107 0.0000 0.0123
H 2.43940 1.36562 -3.79546 0.0254 0.0099 -0.0092
S -0.94127 0.88616 -5.81286 -0.0386 0.0042 -0.0975
C -0.84529 1.05628 -4.22504 -0.0155 0.1040 0.0952
N -0.75916 1.19468 -3.06190 0.1904 -0.0235 -0.3457
```
Positions in Å, forces in eV/Å.

Summary:
HOMO-LUMO gap (spin up / spin down) ... 6.093 / 4.263 eV
Energy relative to the best compared isomer or geometry (same formula, charge and spin) ... 0.783 eV
Charge ... +2
E_LUMO (spin up / spin down) ... -7.7 / -9.5 eV
Maximum force ... 2.05 eV/A
Multiplicity ... 2